1.
Molecular formula: C22H60N2O8
Method: DFT, the ωB97M-V functional and the def2-TZVPD basis

Its total charge is 0. For the HOMO energy, the calculation gives -8.9 eV. Its LUMO energy is 0.013 Eh. As for the total energy: -43147.924 eV. The SMILES is NC(N)=O.CC(C)O.CC(C)O.CC(C)O.CC(C)O.CC(C)O.CC(C)O.CC(C)O. Its orbital gap is 9.2 eV. The calculation puts the energy relative to the best compared isomer or geometry (same formula, charge and spin) at 10.9 kcal/mol.

Last column: Löwdin charge in e.
Atoms and positions in Å:
1 N -0.0407 -0.3614 -0.9080  0.1825
2 C 0.6677 -0.0673 0.2146  -0.6327
3 N 0.6529 1.2624 0.5483  0.1748
4 O 1.1540 -0.9427 0.9392  0.0017
5 H 0.0480 -1.3057 -1.2392  0.0786
6 H -0.5789 0.3019 -1.4267  0.0667
7 H 1.0483 1.5588 1.4284  0.0673
8 H 0.2571 1.9142 -0.1217  0.0573
9 C -3.5181 1.9399 -1.6984  -0.0469
10 C -3.2073 1.9924 -3.1870  -0.4331
11 C -3.4584 3.3769 -3.8027  -0.0471
12 O -1.8015 1.6891 -3.4123  -0.0915
13 H -3.2631 2.8828 -1.2092  0.0795
14 H -2.8620 1.2350 -1.1948  0.0577
15 H -4.5690 1.6905 -1.5795  0.0906
16 H -3.7988 1.2197 -3.6852  0.1354
17 H -3.3931 4.1840 -3.0719  0.0711
18 H -4.5025 3.4699 -4.1294  0.0807
19 H -2.8508 3.5312 -4.6904  0.0775
20 H -1.7102 1.3622 -4.3125  0.1035
21 C 4.2267 1.2109 3.7399  -0.0546
22 C 2.9179 1.9335 4.0631  -0.4749
23 C 3.1747 3.1993 4.8562  -0.0657
24 O 2.2984 2.2967 2.8375  -0.0743
25 H 4.0645 0.3568 3.0794  0.0757
26 H 4.7225 0.8264 4.6331  0.0829
27 H 4.9332 1.8592 3.2143  0.0797
28 H 2.2695 1.2686 4.6265  0.1261
29 H 3.7051 3.1509 5.8095  0.0802
30 H 2.2444 3.7326 5.0645  0.0778
31 H 3.7890 3.8770 4.2529  0.0793
32 H 2.9000 2.6613 2.1837  0.0951
33 C -0.1173 -4.5190 -5.7723  -0.0568
34 C -1.1136 -3.4566 -5.3491  -0.4774
35 C -0.8307 -2.8818 -3.9709  -0.0711
36 O -1.0932 -2.3063 -6.2288  -0.0739
37 H 0.7874 -4.1063 -6.2266  0.0853
38 H -0.5432 -5.2094 -6.5008  0.0777
39 H 0.2375 -5.0599 -4.8938  0.0777
40 H -2.1467 -3.8139 -5.4080  0.1315
41 H 0.2020 -2.5174 -3.9629  0.0842
42 H -0.8932 -3.6000 -3.1518  0.0787
43 H -1.4531 -2.0164 -3.7439  0.0701
44 H -0.8292 -2.6213 -7.0998  0.0773
45 C 1.1425 4.0729 -3.3587  -0.0449
46 C 0.5334 4.2279 -1.9751  -0.4730
47 C -0.2706 5.5071 -1.8025  -0.0548
48 O -0.2324 3.0792 -1.5795  -0.1069
49 H 1.7064 3.1403 -3.4199  0.0825
50 H 1.8295 4.8910 -3.5709  0.0805
51 H 0.3654 4.0199 -4.1232  0.0777
52 H 1.2622 4.2087 -1.1589  0.1359
53 H -1.1164 5.5758 -2.4916  0.0717
54 H 0.3576 6.3877 -1.9415  0.0798
55 H -0.6822 5.5171 -0.7923  0.0799
56 H -0.8436 2.7982 -2.2960  0.0516
57 C -3.8151 -0.4627 1.7187  -0.0423
58 C -3.0309 0.3775 2.7019  -0.4960
59 C -2.5632 1.7279 2.1612  -0.0550
60 O -3.7423 0.5044 3.9244  -0.0439
61 H -4.8849 -0.2311 1.7492  0.0848
62 H -3.6326 -1.5313 1.7769  0.0776
63 H -3.5967 -0.1357 0.6962  0.0560
64 H -2.0923 -0.1761 2.8673  0.1189
65 H -1.8824 1.4994 1.3366  0.0526
66 H -1.9644 2.2929 2.8787  0.0789
67 H -3.3613 2.3692 1.7793  0.0811
68 H -3.3124 1.1927 4.4397  0.0807
69 C 1.8431 -3.6296 -0.7372  -0.0656
70 C 2.7066 -4.2198 0.3781  -0.4510
71 C 4.1963 -4.2527 0.0356  -0.0586
72 O 2.5761 -3.3932 1.5428  -0.0847
73 H 1.6160 -4.3446 -1.5301  0.0742
74 H 2.4504 -2.8325 -1.1779  0.0800
75 H 0.9232 -3.2472 -0.3026  0.0670
76 H 2.3066 -5.2196 0.5542  0.1403
77 H 4.5193 -3.3299 -0.4548  0.0756
78 H 4.3621 -5.0679 -0.6786  0.0791
79 H 4.8606 -4.3904 0.8851  0.0771
80 H 2.7447 -2.4713 1.3013  0.0797
81 C -1.0771 -2.9773 4.8511  -0.0568
82 C -0.0131 -2.5192 3.8358  -0.4933
83 C 1.0423 -1.5962 4.4383  -0.0549
84 O 0.6116 -3.7291 3.4196  -0.0780
85 H -1.6588 -3.7582 4.3694  0.0741
86 H -1.7180 -2.1218 5.0838  0.0688
87 H -0.6045 -3.3036 5.7765  0.0770
88 H -0.5571 -2.0433 3.0155  0.1134
89 H 1.4440 -0.9624 3.6447  0.0517
90 H 1.8063 -2.1622 4.9661  0.0850
91 H 0.6088 -0.8968 5.1639  0.0713
92 H 1.1113 -3.5826 2.5855  0.0509

***

2.
Molecular formula: C4H12N2O
Method: DFT, the ωB97M-V functional and the def2-TZVPD basis

Its total charge is 0. For the HOMO energy, the calculation gives -8.8 eV. Its LUMO energy is 0.021 Eh. As for the total energy: -9365.779 eV. The SMILES is [H]/N=C\C.C=O.CN. Its orbital gap is 9.4 eV. The calculation puts the energy relative to the best compared isomer or geometry (same formula, charge and spin) at 124.9 kcal/mol.

Last column: Löwdin charge in e.
Atoms and positions in Å:
1 H 1.7664 0.5870 2.6315  0.0432
2 N 1.3005 -0.1837 2.1396  0.0843
3 C 0.2405 0.1817 1.5489  -0.4082
4 C -0.4661 1.5039 1.7047  -0.0687
5 H -0.5714 -0.7429 1.2095  0.0895
6 H 0.1174 2.2069 2.3058  0.0704
7 H -0.6348 1.9427 0.7175  0.0740
8 H -1.4471 1.3609 2.1623  0.0790
9 C -1.3223 -1.3701 -0.6983  -0.1389
10 O -1.4450 -1.5842 0.5310  -0.0949
11 H -1.0070 -2.1821 -1.3626  0.0987
12 H -1.8000 -0.5005 -1.1650  0.0965
13 C 0.8534 -0.3587 -1.2041  -0.2324
14 N 0.2782 0.2053 -2.4044  -0.0593
15 H 1.3461 -1.3294 -1.3099  0.0861
16 H 1.6250 0.3290 -0.8552  0.0788
17 H 0.3385 -0.2490 0.0047  0.0783
18 H -0.1474 -0.5010 -2.9941  0.0581
19 H 0.9752 0.6844 -2.9621  0.0656

***

3.
Molecular formula: C4H13NOS
Method: DFT, the ωB97M-V functional and the def2-TZVPD basis

Its total charge is 0. For the HOMO energy, the calculation gives -8.8 eV. Its LUMO energy is 0.019 Eh. As for the total energy: -18730.962 eV. The SMILES is NCCCCS.O. Its orbital gap is 9.3 eV. The calculation puts the energy relative to the best compared isomer or geometry (same formula, charge and spin) at 24.2 kcal/mol.

Last column: Löwdin charge in e.
Atoms and positions in Å:
1 N 1.4410 0.6833 -0.4674  -0.0044
2 C 0.9417 0.4159 0.9054  -0.2730
3 C -0.3696 1.1969 1.1106  -0.2159
4 C -1.4090 1.1028 0.0005  -0.2838
5 C -1.9371 -0.2892 -0.3060  -0.5572
6 S -3.2960 -1.0363 0.6661  0.6910
7 H 2.0919 -0.0671 -0.6574  0.0487
8 H 1.9055 1.5788 -0.4995  0.0683
9 H 0.7707 -0.6622 0.9662  0.1012
10 H 1.7163 0.6798 1.6345  0.1039
11 H -0.7946 0.9119 2.0894  0.1082
12 H -0.1500 2.2644 1.2641  0.1086
13 H -0.8981 1.3936 -0.9224  0.0989
14 H -2.2849 1.7366 0.1761  0.1042
15 H -0.9996 -0.8011 -0.0977  0.0469
16 H -2.2829 -0.6073 -1.2784  0.0538
17 H -2.8822 -0.9841 1.9022  -0.1981
18 O 2.5471 -2.7749 -2.3248  -0.0521
19 H 2.9771 -2.0227 -2.7255  0.0235
20 H 2.9127 -2.7190 -1.4362  0.0274

***

4.
Molecular formula: C2H10N2O
Method: DFT, the ωB97M-V functional and the def2-TZVPD basis

Its total charge is 0. For the HOMO energy, the calculation gives -9.4 eV. Its LUMO energy is 0.037 Eh. As for the total energy: -7262.893 eV. The SMILES is NCN.CO. Its orbital gap is 10.4 eV. The calculation puts the energy relative to the best compared isomer or geometry (same formula, charge and spin) at 23.8 kcal/mol.

Last column: Löwdin charge in e.
Atoms and positions in Å:
1 N -1.9585 0.5557 0.8158  -0.0114
2 C -1.5475 -0.1665 -0.3799  -0.3468
3 N -0.6139 0.6962 -1.1190  -0.0048
4 H -1.1977 1.0615 1.2352  0.0565
5 H -2.7941 1.0985 0.8457  0.0524
6 H -1.0684 -1.0504 0.0489  0.0920
7 H -2.3878 -0.4963 -0.9808  0.1028
8 H -0.8210 1.6781 -1.0640  0.0581
9 H -0.5317 0.4424 -2.0895  0.0563
10 C 2.4664 -0.7139 0.2461  -0.1643
11 O 1.5720 -0.5991 1.3340  -0.1187
12 H 3.3006 -1.3149 0.6050  0.0756
13 H 1.9747 -1.1596 -0.6194  0.0704
14 H 2.8971 0.2571 -0.0259  0.0735
15 H 0.7097 -0.2887 1.1479  0.0084